{
  "formula": "C24H26N2O4",
  "method": "wB97M-V/def2-TZVPD",
  "smiles": "CC(C)c1ccc(NC(=O)c2ccccc2NC(=O)[C@H]2CC=CC[C@H]2C(=O)O)cc1",
  "orbital_gap_ev": 8.81,
  "charge": 0,
  "total_energy_ev": -36482.42496,
  "e_homo_ev": -8.329,
  "symbols": ["C", "H", "H", "H", "C", "C", "C", "C", "C", "C", "C", "H", "H", "N", "C", "O", "C", "C", "C", "C", "C", "C", "N", "C", "O", "C", "C", "C", "C", "C", "C", "C", "O", "O", "H", "H", "H", "H", "H", "H", "H", "H", "H", "H", "H", "H", "H", "H", "H", "H", "H", "C", "H", "H", "H", "H"],
  "positions_angstrom": [[-5.86477, -2.68827, -0.95082], [-5.19248, -3.23078, -0.29110], [-6.78777, -3.25636, -1.04386], [-5.39990, -2.61898, -1.93185], [-6.15612, -1.29076, -0.39955], [-4.89287, -0.46878, -0.33757], [-3.82484, -0.84079, 0.46974], [-2.66471, -0.09312, 0.52673], [-2.54614, 1.06239, -0.23854], [-3.61036, 1.44508, -1.05161], [-4.76379, 0.68781, -1.09641], [-5.57792, 1.00307, -1.73363], [-3.53141, 2.34198, -1.65136], [-1.40957, 1.87836, -0.23379], [-0.23586, 1.71838, 0.43095], [0.01302, 0.74294, 1.13084], [0.74091, 2.81892, 0.21068], [0.30508, 4.12332, -0.02174], [1.19984, 5.14698, -0.25943], [2.55935, 4.87494, -0.28002], [3.02014, 3.60059, -0.02349], [2.12885, 2.56194, 0.24939], [2.55743, 1.28252, 0.56065], [3.80633, 0.75787, 0.49584], [4.80460, 1.37658, 0.18676], [3.90415, -0.71564, 0.90552], [2.59899, -1.51243, 0.88466], [2.85269, -2.98599, 0.98450], [4.03196, -3.55532, 0.80320], [5.27762, -2.79239, 0.47462], [4.95049, -1.37683, -0.00303], [4.47805, -1.35110, -1.43980], [3.50823, -0.77078, -1.85165], [5.29688, -2.02790, -2.25483], [4.98666, -1.95745, -3.17119], [5.86104, -0.76566, 0.00936], [5.91150, -2.73779, 1.36544], [5.84529, -3.31845, -0.29520], [4.14670, -4.62583, 0.90007], [1.98395, -3.59004, 1.20659], [2.05799, -1.32220, -0.04737], [1.95025, -1.21603, 1.71288], [4.30756, -0.72250, 1.92561], [1.79299, 0.67348, 0.85025], [4.07584, 3.38852, -0.02079], [3.26554, 5.66658, -0.48014], [0.83969, 6.15049, -0.42760], [-0.75030, 4.35573, 0.02263], [-1.47421, 2.67847, -0.84794], [-1.85022, -0.40035, 1.16006], [-3.89168, -1.73419, 1.07198], [-6.82015, -1.37820, 0.97612], [-7.01976, -0.38186, 1.36449], [-6.17930, -1.89927, 1.68261], [-7.76215, -1.91764, 0.90532], [-6.85334, -0.79328, -1.08316]],
  "forces_ev_per_angstrom": [[-0.15, 0.23, -0.07], [0.09, -0.09, 0.08], [-0.07, -0.12, -0.01], [0.06, -0.06, -0.08], [0.01, -0.18, 0.12], [-0.13, 0.07, -0.11], [-0.15, 0.12, -0.15], [0.21, -0.04, 0.13], [-0.35, -0.28, 0.05], [0.18, 0.02, 0.07], [0.04, -0.06, 0.06], [-0.08, 0.02, -0.06], [0.01, 0.09, -0.06], [0.04, 0.41, -0.21], [-0.08, 0.07, -0.11], [-0.11, -0.10, 0.04], [0.30, 0.19, 0.03], [0.09, -0.07, 0.02], [-0.03, 0.14, -0.07], [-0.22, -0.05, 0.03], [0.22, -0.03, 0.01], [-0.12, 0.33, -0.06], [-0.43, -0.36, 0.15], [0.02, -0.23, 0.23], [0.18, 0.14, -0.07], [0.09, 0.02, -0.39], [0.07, 0.04, 0.04], [-0.23, 0.05, 0.01], [0.22, -0.15, 0.03], [-0.01, 0.12, -0.06], [0.20, 0.04, 0.18], [-0.15, 0.13, -0.09], [-0.12, 0.09, -0.03], [0.49, -0.36, -0.22], [-0.17, 0.14, 0.22], [-0.13, -0.08, -0.01], [0.06, 0.02, -0.06], [0.04, 0.02, 0.10], [-0.12, -0.14, 0.04], [-0.04, -0.17, 0.02], [-0.06, 0.08, 0.12], [-0.03, 0.05, -0.04], [0.01, 0.02, -0.07], [0.25, 0.09, -0.03], [0.01, -0.02, 0.00], [0.08, 0.05, -0.01], [-0.04, 0.08, -0.01], [-0.06, -0.01, 0.00], [0.14, -0.17, 0.13], [0.01, 0.00, 0.00], [-0.01, -0.12, 0.08], [-0.05, 0.10, -0.25], [-0.04, 0.06, 0.10], [0.07, -0.07, 0.11], [-0.10, -0.08, 0.05], [0.08, 0.01, 0.04]],
  "lowdin_charge": [-0.066, 0.075, 0.076, 0.082, -0.394, -0.223, -0.023, 0.003, -0.214, -0.021, -0.031, 0.112, 0.110, 0.138, -0.375, 0.051, -0.066, -0.043, -0.087, -0.066, 0.008, -0.134, 0.165, -0.415, 0.077, -0.165, -0.151, -0.081, -0.089, -0.138, -0.188, -0.475, 0.131, 0.120, 0.136, 0.159, 0.125, 0.114, 0.101, 0.104, 0.122, 0.121, 0.170, 0.090, 0.102, 0.107, 0.101, 0.112, 0.130, 0.099, 0.113, -0.067, 0.082, 0.074, 0.076, 0.130]
}